Entry from the OMol25 dataset: a cluster of 2 separate species, CH5ClN2 in total (the ωB97M-V functional and the def2-TZVPD basis).

```
9
Properties=species:S:1:pos:R:3:forces:R:3
C 1.429 -0.509 -0.916 -0.0505 0.1145 -0.2166
N -1.407 -0.823 0.788 -1.4389 1.4392 -1.4077
N 1.271 0.730 -0.525 -1.5699 0.1356 0.5861
Cl 2.507 -0.509 -2.308 0.3123 0.0118 0.0112
H -1.912 0.103 1.054 0.7719 -2.5031 -0.4299
H -1.837 -1.634 1.245 0.0409 0.7329 0.1941
H -1.640 -0.991 -0.239 0.5391 0.4771 1.7050
H 1.560 1.584 -0.930 1.2784 0.6430 -1.2181
H 0.455 0.977 0.023 0.1167 -1.0511 0.7758
```
Forces are in eV/Å.

The LUMO energy comes out at 0.9 eV. Its strongest force on any atom is 2.654 eV Å⁻¹. The HOMO-LUMO gap comes out at 9.70 eV. For the energy above the lowest of the compared OMol25 structures with the same formula, charge and spin, the calculation gives 39.25 kcal/mol. For the HOMO energy, the calculation gives -0.32510 Ha. Its electronic energy is -610.72900 Ha.